C38H115N5O17 | the ωB97M-V functional and the def2-TZVPD basis

Bonds (Å) are listed after each position.
Atoms and positions in Å:
1 H -3.863 0.828 3.879  O165 0.957
2 H 2.222 -0.663 2.115  C121 1.090
3 H -5.087 6.286 -3.470  C95 1.090
4 C -3.201 -3.899 0.733  H71 1.090, O131 1.410, C153 1.504, H158 1.090
5 H 0.084 -7.625 -0.066  C79 1.090
6 H 2.307 -5.495 0.274  C132 1.090
7 C 4.186 -0.811 1.134  C26 1.538, H55 1.090, C121 1.555, O155 1.402
8 C -4.554 4.539 -2.287  O17 1.405, C66 1.516, C95 1.584, H119 1.090
9 H 4.357 -4.160 2.764  N83 1.010
10 H -4.138 5.131 -4.416  C95 1.090
11 H 1.515 -8.306 3.870  C149 1.090
12 H -4.300 0.778 -3.808  C75 1.090
13 H 0.649 5.382 4.166  O170 0.957
14 H 1.434 1.997 1.388  C107 1.090
15 H 3.517 7.991 -3.151  N164 1.010
16 H 4.888 -2.956 -3.791  C174 1.090
17 O -4.606 3.176 -2.624  C8 1.405, H100 0.960
18 H 2.897 -6.885 2.656  C49 1.090
19 H -5.078 -0.749 -0.027  C65 1.090
20 C 2.870 -2.896 -2.828  H88 1.090, H122 1.090, H172 1.090, C174 1.537
21 H -3.843 0.495 -5.513  C75 1.090
22 H 0.047 -4.798 -2.217  C46 1.090
23 H 3.277 4.834 -5.829  C33 1.090
24 H -3.304 5.895 -1.186  C66 1.090
25 H 2.036 -4.014 2.925  C108 1.090
26 C 3.909 0.158 -0.029  C7 1.538, H50 1.090, H62 1.090, H159 1.090
27 H -2.697 -3.721 -1.963  C28 1.090
28 C -3.674 -4.079 -1.639  H27 1.090, O131 1.410, H142 1.090, H169 1.090
29 H 3.306 -5.864 4.025  C49 1.090
30 H -1.304 -2.744 2.261  C139 1.090
31 C 3.307 6.264 -4.163  C33 1.523, H111 1.090, C157 1.574, N164 1.474
32 O -1.066 4.305 5.131  H42 0.957, H80 0.957
33 C 3.668 5.820 -5.575  H23 1.090, C31 1.523, H64 1.090, H148 1.090
34 H -1.392 0.927 -4.974  C91 1.090
35 H 3.524 -0.821 -4.451  C45 1.090
36 H -6.599 -0.426 -0.727  C65 1.090
37 C 4.413 4.139 0.984  H59 1.090, H104 1.090, H114 1.090, C117 1.508
38 O -1.045 -6.184 -0.983  C46 1.471, C79 1.399
39 H 5.141 3.322 3.725  C69 1.090
40 H -1.626 -6.714 1.559  C128 1.090
41 H 0.233 -7.725 4.813  C149 1.090
42 H -1.620 4.392 4.355  O32 0.957
43 H -1.819 -9.684 1.169  C61 1.090
44 H -3.611 -1.906 1.420  C153 1.090
45 C 4.176 -0.903 -3.582  H35 1.090, H74 1.090, H103 1.090, C174 1.540
46 C -0.039 -5.865 -2.008  H22 1.090, O38 1.471, H58 1.090, H84 1.090
47 H -5.850 4.834 -4.083  C95 1.090
48 H 3.705 -1.137 3.096  C121 1.090
49 C 2.546 -6.053 3.267  H18 1.090, H29 1.090, C108 1.534, O173 1.407
50 H 3.067 -0.118 -0.663  C26 1.090
51 H -0.005 2.991 4.818  O112 0.957
52 H 0.615 3.457 1.037  C107 1.090
53 H -4.412 -4.001 3.086  N70 1.010
54 H -0.496 2.123 3.046  N151 1.010
55 H 5.243 -0.822 1.400  C7 1.090
56 H 0.181 -0.342 1.458  C135 1.090
57 H -1.583 -0.282 1.245  C135 1.090
58 H -0.278 -6.305 -2.976  C46 1.090
59 H 3.441 3.655 0.893  C37 1.090
60 C 3.478 2.833 -2.652  H63 1.090, H89 1.090, O110 1.400, H145 1.090
61 C -1.613 -8.761 1.712  H43 1.090, C128 1.463, H137 1.090, H138 1.090
62 H 3.628 1.150 0.324  C26 1.090
63 H 2.847 2.053 -3.077  C60 1.090
64 H 3.244 6.494 -6.319  C33 1.090
65 C -5.624 0.030 -0.559  H19 1.090, H36 1.090, C102 1.532, H129 1.090
66 C -3.215 4.937 -1.698  C8 1.516, H24 1.090, H130 1.090, H160 1.090
67 H -1.546 3.029 -4.396  O101 0.960
68 H 0.699 -5.292 1.180  C132 1.090
69 C 4.251 3.864 3.407  H39 1.090, H78 1.090, H85 1.090, C117 1.491
70 N -4.701 -3.230 2.501  H53 1.010, H126 1.010, C153 1.458
71 H -2.193 -3.759 0.342  C4 1.090
72 H -4.891 2.723 1.665  C125 1.090
73 H -2.781 1.733 3.329  O165 0.957
74 H 3.703 -0.196 -2.900  C45 1.090
75 C -3.501 0.463 -4.479  H12 1.090, H21 1.090, C91 1.548, H127 1.090
76 H -2.235 -3.481 3.551  C139 1.090
77 O 5.104 -2.303 -2.006  H109 0.960, C174 1.371
78 H 3.397 3.216 3.206  C69 1.090
79 C -0.948 -7.432 -0.357  H5 1.090, O38 1.399, H118 1.090, C128 1.564
80 H -1.595 3.798 5.748  O32 0.957
81 H 0.760 4.078 3.406  O170 0.957
82 H -3.731 -7.374 1.535  N136 1.010
83 N 3.900 -4.488 1.925  H9 1.010, C108 1.485, H116 1.010
84 H 0.963 -6.258 -1.838  C46 1.090
85 H 3.975 4.268 4.381  C69 1.090
86 H 5.479 5.299 2.423  C117 1.090
87 H -4.051 1.175 1.394  C125 1.090
88 H 2.374 -2.314 -2.051  C20 1.090
89 H 4.497 2.494 -2.842  C60 1.090
90 H -1.494 -1.999 -0.634  C94 1.090
91 C -2.169 1.223 -4.270  H34 1.090, C75 1.548, O101 1.377, C171 1.510
92 O -0.389 -0.358 -0.470  C94 1.382, C135 1.468
93 H 3.641 8.164 -4.673  N164 1.010
94 C -0.438 -1.737 -0.559  H90 1.090, O92 1.382, H147 1.090, H152 1.090
95 C -4.923 5.227 -3.666  H3 1.090, C8 1.584, H10 1.090, H47 1.090
96 H -3.477 -6.626 0.126  N136 1.010
97 O -1.807 4.778 2.055  H115 0.957, H163 0.957
98 H -1.403 3.132 2.140  N151 1.010
99 H 4.327 -2.226 -0.204  O155 0.960
100 H -3.815 2.920 -3.103  O17 0.960
101 O -2.394 2.579 -4.350  H67 0.960, C91 1.377
102 C -5.845 1.226 0.373  C65 1.532, C125 1.465, H156 1.090, O166 1.446
103 H 5.160 -0.611 -3.950  C45 1.090
104 H 5.194 3.383 0.904  C37 1.090
105 H 1.634 -3.931 0.661  C132 1.090
106 H 4.800 5.078 -3.065  C157 1.090
107 C 0.654 2.408 0.747  H14 1.090, H52 1.090, H133 1.090, C168 1.551
108 C 2.519 -4.813 2.363  H25 1.090, C49 1.534, N83 1.485, C132 1.566
109 H 5.422 -3.195 -1.851  O77 0.960
110 O 3.054 3.981 -3.332  C60 1.400, C157 1.442
111 H 2.227 6.388 -4.088  C31 1.090
112 O 0.597 2.315 4.508  H51 0.957, H146 0.957
113 H -1.439 2.001 0.312  C168 1.090
114 H 4.582 4.839 0.166  C37 1.090
115 H -2.613 5.293 2.014  O97 0.957
116 H 3.885 -3.652 1.359  N83 1.010
117 C 4.493 4.848 2.313  C37 1.508, C69 1.491, H86 1.090, O154 1.403
118 H -1.268 -8.236 -1.021  C79 1.090
119 H -5.369 4.757 -1.596  C8 1.090
120 H -2.330 -1.736 3.305  C139 1.090
121 C 3.271 -0.476 2.346  H2 1.090, C7 1.555, H48 1.090, H175 1.090
122 H 2.288 -2.724 -3.735  C20 1.090
123 O 0.724 6.570 1.143  H124 0.957, H143 0.957
124 H 0.981 5.877 1.751  O123 0.957
125 C -4.693 1.931 0.942  H72 1.090, H87 1.090, C102 1.465, H150 1.090
126 H -5.235 -3.605 1.729  N70 1.010
127 H -3.322 -0.607 -4.369  C75 1.090
128 C -1.853 -7.561 0.912  H40 1.090, C61 1.463, C79 1.564, N136 1.440
129 H -5.171 0.325 -1.506  C65 1.090
130 H -2.359 4.997 -2.370  C66 1.090
131 O -4.019 -3.573 -0.368  C4 1.410, C28 1.410
132 C 1.724 -4.956 1.021  H6 1.090, H68 1.090, H105 1.090, C108 1.566
133 H 0.870 2.484 -0.319  C107 1.090
134 H -2.446 0.915 -2.140  C171 1.090
135 C -0.631 0.120 0.897  H56 1.090, H57 1.090, O92 1.468, C168 1.565
136 N -3.265 -7.467 0.644  H82 1.010, H96 1.010, C128 1.440
137 H -0.550 -8.815 1.947  C61 1.090
138 H -2.094 -8.818 2.689  C61 1.090
139 C -2.254 -2.696 2.794  H30 1.090, H76 1.090, H120 1.090, C153 1.547
140 H -0.919 1.673 -2.541  C171 1.090
141 H -1.169 -0.042 -2.868  C171 1.090
142 H -4.444 -3.886 -2.386  C28 1.090
143 H 0.798 7.376 1.654  O123 0.957
144 H 3.457 5.567 -2.050  C157 1.090
145 H 3.345 2.911 -1.573  C60 1.090
146 H 1.393 2.448 5.022  O112 0.957
147 H 0.070 -2.073 -1.462  C94 1.090
148 H 4.741 5.737 -5.749  C33 1.090
149 C 1.268 -7.498 4.559  H11 1.090, H41 1.090, H167 1.090, O173 1.422
150 H -4.221 2.397 0.077  C125 1.090
151 N -1.152 2.164 2.280  H54 1.010, H98 1.010, C168 1.420
152 H 0.097 -2.236 0.249  C94 1.090
153 C -3.448 -2.902 1.832  C4 1.504, H44 1.090, N70 1.458, C139 1.547
154 O 3.630 5.949 2.426  C117 1.403, H162 0.960
155 O 3.867 -2.077 0.625  C7 1.402, H99 0.960
156 H -6.435 0.896 1.228  C102 1.090
157 C 3.721 5.229 -3.052  C31 1.574, H106 1.090, O110 1.442, H144 1.090
158 H -3.426 -4.930 1.007  C4 1.090
159 H 4.768 0.295 -0.685  C26 1.090
160 H -2.853 4.223 -0.957  C66 1.090
161 H -5.961 2.536 -1.103  O166 0.960
162 H 2.788 5.594 2.723  O154 0.960
163 H -1.142 5.341 1.659  O97 0.957
164 N 3.977 7.558 -3.939  H15 1.010, C31 1.474, H93 1.010
165 O -3.451 1.682 4.010  H1 0.957, H73 0.957
166 O -6.548 2.212 -0.416  C102 1.446, H161 0.960
167 H 1.848 -7.384 5.475  C149 1.090
168 C -0.685 1.678 1.030  C107 1.551, H113 1.090, C135 1.565, N151 1.420
169 H -3.498 -5.144 -1.489  C28 1.090
170 O 1.131 4.959 3.457  H13 0.957, H81 0.957
171 C -1.647 0.937 -2.882  C91 1.510, H134 1.090, H140 1.090, H141 1.090
172 H 2.886 -3.938 -2.509  C20 1.090
173 O 1.258 -6.318 3.768  C49 1.407, C149 1.422
174 C 4.285 -2.362 -3.103  H16 1.090, C20 1.537, C45 1.540, O77 1.371
175 H 3.350 0.571 2.639  C121 1.090

As for the HOMO energy: -9.11 eV. For the orbital gap, the calculation gives 9.164 eV.